1.
C2H6N2 | wB97M-V/def2-TZVPD

Each line ends with the Löwdin charge.
CARTESIAN COORDINATES (ANGSTROEM)
H1 -1.12273 -1.34061 -0.02001  0.02
N1 -1.77159 -0.52078 0.07404  0.04
C1 -1.09850 0.58195 0.05909  -0.34
N2 0.28145 0.70929 0.16525  -0.13
C2 1.06688 -0.41367 0.06150  -0.17
H2 -1.74768 1.50571 -0.02387  0.12
H3 0.66123 1.62487 -0.25888  0.16
H4 2.10529 -0.13291 -0.25693  0.10
H5 1.08630 -0.94151 1.00335  0.08
H6 0.53935 -1.07235 -0.80353  0.12

The value obtained for the electronic energy is -189.27647 a.u. Its strongest force on any atom is 5.4 eV/A. The LUMO energy is 0.890 eV. Its HOMO-LUMO gap is 10.045 eV.

---

2.
C5H10NO | wB97M-V/def2-TZVPD

Each line ends with the Löwdin charge.
CARTESIAN COORDINATES (ANGSTROEM)
O1 -1.53083 -2.19549 -0.51782  0.09
C1 -1.01015 -1.24608 -1.03523  -0.28
C2 -1.51830 0.19048 -0.88191  -0.10
C3 -0.96611 0.74976 0.45628  -0.10
C4 0.41727 0.23029 0.75199  -0.32
C5 1.52079 0.49429 -0.06096  0.11
N1 0.60805 -0.57928 1.80615  0.23
H1 -0.36928 -1.43193 -1.92377  0.14
H2 -1.21366 0.76307 -1.75221  0.12
H3 -2.59113 0.06096 -0.76988  0.13
H4 -1.50397 0.41790 1.34291  0.13
H5 -0.93976 1.83962 0.48973  0.14
H6 2.52610 0.14896 0.13630  0.03
H7 1.59227 0.84964 -1.09590  0.03
H8 3.26901 1.75882 -0.88262  0.35
H9 0.14417 -1.48381 1.80460  0.16
H10 1.56554 -0.56722 2.13234  0.14

The value obtained for the electronic energy is -326.00060 a.u. Its strongest force on any atom is 4.0 eV/A. The LUMO energy is -8.425 eV. Its HOMO-LUMO gap is 5.322 eV. As for the charge: +1.

---

3.
C28H47N2O12PS | wB97M-V/def2-TZVPD

Each line ends with the Löwdin charge.
CARTESIAN COORDINATES (ANGSTROEM)
O1 3.07933 -0.24181 2.88067  0.06
N1 3.08261 0.99470 2.90555  0.03
O2 3.14773 1.35225 1.58311  -0.15
C1 1.75358 1.67238 1.15784  -0.05
C2 1.15579 3.11619 1.66864  0.05
C3 -0.36291 3.59425 1.27779  0.04
C4 -1.28699 2.57262 0.38892  -0.02
C5 -2.82831 3.09183 0.00037  -0.13
C6 -3.03548 3.76785 -1.49043  -0.02
C7 -4.50202 4.28366 -2.02900  -0.05
C8 -5.78831 4.07048 -0.99355  -0.05
C9 -5.58534 3.41233 0.52791  -0.06
C10 -4.09518 2.89366 1.06761  -0.01
C11 -0.74929 1.07590 -0.12889  -0.02
C12 -1.76799 0.07125 -0.99482  -0.15
C13 -3.09406 -0.29942 -0.04621  -0.20
C14 -3.30011 -1.91098 0.18133  -0.17
C15 -3.96738 -2.25600 1.67571  -0.23
O3 -4.66705 -1.10993 2.27702  -0.16
C16 0.81831 0.62863 0.24505  -0.11
P1 1.53585 -1.07399 -0.37247  0.41
O4 0.81954 -2.44386 0.48005  -0.28
O5 3.27874 -1.20540 -0.05478  -0.31
S1 1.38295 -1.25574 -2.34297  0.23
C17 -0.64921 5.07040 1.93112  -0.21
O6 -1.68786 5.90710 1.83211  0.00
N2 0.61149 5.27261 2.79375  0.07
C18 1.79682 4.31507 2.58554  -0.20
O7 3.01815 4.51761 3.08679  -0.01
H1 -2.10240 3.86708 -2.19934  0.10
H2 -4.60793 4.75952 -3.11217  0.09
H3 -6.84967 4.41157 -1.40039  0.09
H4 -6.48549 3.24142 1.28394  0.08
H5 -3.94831 2.41163 2.12775  0.10
H6 -1.27933 -0.95894 -1.25813  0.06
H7 -2.22247 0.62650 -1.94753  0.13
H8 -4.09673 0.13897 -0.52132  0.12
H9 -2.92436 0.31403 0.95480  0.10
H10 -4.13509 -2.25824 -0.59791  0.12
H11 -2.33878 -2.55792 -0.04199  0.11
H12 -4.77454 -3.13251 1.60292  0.13
H13 -3.11381 -2.64782 2.40181  0.13
H14 -5.51889 -0.88394 1.79037  0.11
H15 0.67898 -3.16343 -0.20554  0.06
H16 3.70571 -0.56115 -0.71893  0.08
H17 0.33510 5.32463 3.81476  0.16
C19 1.72118 -6.80694 -0.74585  -0.08
C20 0.91700 -6.32000 0.44183  -0.32
O8 -0.45040 -6.19071 0.08155  -0.10
H18 1.62798 -6.11009 -1.58526  0.08
H19 2.77863 -6.90759 -0.48584  0.05
H20 1.34976 -7.77629 -1.09400  0.06
H21 1.27704 -5.34140 0.77271  0.10
H22 0.99456 -7.01813 1.28101  0.11
H23 -0.76282 -7.06684 -0.20271  0.06
C21 6.82118 6.47487 2.91415  -0.10
C22 6.01700 6.96181 4.10183  -0.33
O9 4.64960 7.09111 3.74155  -0.10
H24 6.72798 7.17173 2.07474  0.08
H25 7.87863 6.37423 3.17416  0.07
H26 6.44976 5.50552 2.56600  0.07
H27 6.37704 7.94042 4.43271  0.11
H28 6.09456 6.26369 4.94101  0.11
H29 4.33718 6.21498 3.45729  0.04
C23 -2.81880 8.92266 -3.44019  -0.09
C24 -3.16573 7.51390 -3.00500  -0.34
O10 -4.31659 7.06041 -3.70226  -0.11
H30 -3.65544 9.60204 -3.24685  0.08
H31 -1.93613 9.28878 -2.90843  0.08
H32 -2.62200 8.95821 -4.51667  0.07
H33 -3.38303 7.48683 -1.93316  0.12
H34 -2.33895 6.82597 -3.20704  0.10
H35 -4.11039 7.08019 -4.65257  0.09
C25 5.63595 -6.31288 1.84927  -0.09
C26 5.61310 -6.63090 0.36848  -0.33
O11 4.79774 -5.69180 -0.31676  -0.10
H36 4.62268 -6.33670 2.26352  0.08
H37 6.25684 -7.03063 2.39266  0.07
H38 6.02741 -5.30524 2.02312  0.07
H39 5.20097 -7.62979 0.19771  0.11
H40 6.62123 -6.59628 -0.05589  0.11
H41 5.17703 -4.80899 -0.16579  0.09
C27 -1.85333 -8.76336 -4.34802  -0.09
C28 -1.66594 -7.81712 -3.18016  -0.32
O12 -1.55312 -8.55436 -1.97184  -0.10
H42 -2.75039 -9.37521 -4.20727  0.08
H43 -1.94651 -8.21032 -5.28685  0.08
H44 -1.00672 -9.45309 -4.42750  0.07
H45 -2.52398 -7.14437 -3.09096  0.12
H46 -0.76375 -7.21087 -3.30720  0.11
H47 -0.78331 -9.14255 -2.05804  0.09

The value obtained for the electronic energy is -2846.16277 a.u. Its strongest force on any atom is 9.1 eV/A. The LUMO energy is -2.172 eV. Its HOMO-LUMO gap is 6.648 eV.

---

4.
C4H4N2O | wB97M-V/def2-TZVPD

Each line ends with the Löwdin charge.
CARTESIAN COORDINATES (ANGSTROEM)
C1 -1.75292 0.71507 0.03337  -0.11
C2 -0.18128 -0.57330 -0.18460  -0.37
C3 1.16468 1.09690 -0.02187  -0.06
C4 -0.12175 0.80633 -0.01470  -0.13
H1 -1.99990 0.94032 1.11200  0.12
H2 -2.21976 1.33370 -0.83102  0.13
H3 -1.88622 -0.99716 0.94146  0.16
H4 1.93453 1.88654 0.10597  0.14
N1 -1.64596 -0.77726 -0.11787  0.03
N2 0.90223 -1.30448 0.04008  0.20
O1 1.84063 -0.10766 0.04286  -0.10

The value obtained for the electronic energy is -339.39150 a.u. Its strongest force on any atom is 4.1 eV/A. The LUMO energy is 0.547 eV. Its HOMO-LUMO gap is 10.499 eV.

---

5.
C21H30BrCl25FNO3SSi2 | wB97M-V/def2-TZVPD

Each line ends with the Löwdin charge.
CARTESIAN COORDINATES (ANGSTROEM)
C1 1.76527 2.61952 1.19308  -0.02
C2 1.98410 1.93445 0.07500  -0.24
C3 0.88780 1.40046 -0.80200  -0.22
Si1 0.56694 -0.41659 -0.54154  0.39
C4 2.08279 -1.32435 0.11706  -0.17
C5 3.41047 -1.08649 -0.53137  -0.82
O1 4.44200 -1.32619 -0.01095  0.05
Cl1 3.44871 -0.41558 -2.17448  0.72
N1 0.12004 -1.10168 -2.13493  0.01
C6 0.60287 -2.14853 -2.47502  -0.95
S1 1.25964 -3.48458 -2.92584  0.75
O2 -0.61798 -0.66112 0.58443  -0.24
Si2 -2.19381 -1.01199 0.14821  0.46
C7 -2.96994 0.41693 -0.76804  -0.19
C8 -2.73093 1.73450 -0.03472  -0.24
F1 -2.74233 2.79555 -0.95290  -0.07
C9 -3.14606 -1.21490 1.78468  -0.22
O3 -4.11851 -0.19173 1.99914  -0.25
C10 -5.42888 -0.51514 1.56931  -0.10
C11 -2.36455 -2.63525 -0.81514  -0.71
Br1 -1.08982 -3.88731 -0.00601  0.72
C12 -3.76963 -3.23061 -0.77296  -0.35
C13 -3.90911 -4.39113 -1.76454  -0.12
H1 0.76365 2.79114 1.56367  0.00
H2 2.60624 3.02789 1.73590  0.06
H3 3.00222 1.72062 -0.22783  0.08
H4 1.18385 1.51262 -1.84648  0.07
H5 -0.01855 1.99030 -0.68068  0.07
H6 1.89785 -2.39454 0.19662  0.09
H7 2.20268 -0.95288 1.13703  0.11
H8 -4.05060 0.29704 -0.84276  0.08
H9 -2.55704 0.54159 -1.76805  0.02
H10 -3.51306 1.92951 0.69458  0.11
H11 -1.77655 1.76598 0.49040  0.09
H12 -3.58335 -2.20995 1.88725  0.08
H13 -2.42460 -1.13617 2.60033  0.10
H14 -5.44495 -1.41760 0.95608  0.07
H15 -5.81842 0.30935 0.97509  0.09
H16 -6.06163 -0.70313 2.43653  0.09
H17 -2.11914 -2.49574 -1.86503  0.04
H18 -3.99916 -3.62739 0.21229  0.09
H19 -4.46920 -2.44498 -1.06637  0.10
H20 -4.96028 -4.65783 -1.87320  0.08
H21 -3.51748 -4.12515 -2.74456  0.07
H22 -3.40050 -5.27721 -1.39465  0.02
C14 7.55519 -0.20904 0.64406  -1.54
Cl2 8.79500 -0.58833 -0.54917  0.53
Cl3 8.02695 -0.79506 2.24483  0.54
Cl4 7.23785 1.52505 0.68867  0.53
H23 6.64048 -0.71280 0.35856  -0.03
C15 0.19594 5.91791 3.09366  -1.55
Cl5 1.38768 6.33304 4.32102  0.50
Cl6 0.87252 6.09234 1.47594  0.54
Cl7 -0.44439 4.28660 3.34662  0.55
H24 -0.62032 6.62205 3.18607  -0.09
C16 -1.58912 -8.44048 -1.80140  -1.54
Cl8 -1.01333 -9.72805 -2.86541  0.52
Cl9 -0.71242 -6.94240 -2.10059  0.51
Cl10 -3.32579 -8.19089 -1.98761  0.52
H25 -1.40458 -8.74666 -0.78119  0.01
C17 11.38771 -2.26906 3.11754  -1.57
Cl11 11.02274 -3.81916 3.87747  0.52
Cl12 12.57529 -1.37221 4.06555  0.52
Cl13 11.95240 -2.50073 1.46431  0.52
H26 10.47609 -1.68946 3.08543  -0.05
C18 3.64756 9.72249 5.63271  -1.54
Cl14 3.23887 9.97771 3.93586  0.51
Cl15 2.81173 10.89085 6.65720  0.52
Cl16 3.27373 8.07345 6.12930  0.50
H27 4.71179 9.87267 5.74957  0.01
C19 -4.39250 -7.60825 -6.27710  -1.55
Cl17 -3.87162 -7.34586 -7.94223  0.53
Cl18 -3.09227 -8.28115 -5.29980  0.51
Cl19 -4.99304 -6.10708 -5.56483  0.52
H28 -5.20643 -8.31975 -6.29008  0.01
C20 -3.58312 -0.25154 -5.09455  -1.53
Cl20 -4.82167 -1.29044 -4.37845  0.52
Cl21 -2.10908 -0.30518 -4.12973  0.58
Cl22 -3.26481 -0.71509 -6.76347  0.54
H29 -3.95412 0.76429 -5.09041  0.01
C21 -1.44836 10.04637 2.51171  -1.53
Cl23 -0.24043 10.42199 3.73820  0.52
Cl24 -0.76769 10.19208 0.89406  0.54
Cl25 -2.12779 8.43071 2.75730  0.57
H30 -2.25767 10.75738 2.60375  0.01

The value obtained for the electronic energy is -16254.61598 a.u. Its strongest force on any atom is 1.2 eV/A. The LUMO energy is 0.301 eV. Its HOMO-LUMO gap is 9.702 eV.

---

6.
C23H25NO4 | wB97M-V/def2-TZVPD

Each line ends with the Löwdin charge.
CARTESIAN COORDINATES (ANGSTROEM)
C1 -0.28447 -5.31782 -2.91442  -0.11
C2 -0.03279 -3.98849 -2.60178  -0.23
C3 0.69175 -3.62664 -1.61360  -0.09
C4 1.00005 -2.23134 -1.02594  -0.15
C5 1.31455 -2.03119 0.34798  -0.04
C6 1.82835 -0.72501 0.86972  -0.06
C7 1.72970 0.37796 0.16477  -0.16
O1 1.95687 1.68803 0.44918  -0.06
C8 1.99148 1.82921 1.86697  -0.08
C9 2.00670 3.43929 2.04833  -0.06
O2 0.70211 3.82572 2.33968  -0.12
C10 -0.13251 4.31706 1.61494  -0.33
C11 -0.78680 3.37748 0.51314  -0.18
O3 -0.85325 2.18285 1.17438  -0.03
C12 -1.35848 1.09048 0.30210  -0.19
C13 -1.72749 1.19817 -0.87307  -0.04
C14 -2.48737 0.17239 -1.85905  0.13
C15 -2.33761 -1.26191 -1.12176  0.09
C16 -1.94131 -1.42462 0.39946  -0.21
C17 -1.73287 -2.58563 0.72673  -0.01
C18 -1.19292 -2.65969 2.26746  -0.02
C19 -0.83439 -1.56491 2.83903  -0.11
N1 -0.93364 -0.28500 2.12308  0.16
C20 -1.53829 -0.16794 0.97385  -0.16
C21 1.08327 0.27386 -1.42107  -0.07
O4 1.15936 1.47797 -2.22461  -0.10
C22 0.63069 1.41866 -3.51307  -0.08
C23 0.82783 -0.96840 -1.87068  -0.01
H1 0.01705 -5.95309 -2.27179  0.00
H2 0.02582 -5.47831 -3.97352  0.10
H3 -1.51810 -5.49029 -3.14873  0.16
H4 -0.28624 -2.96127 -3.20203  0.16
H5 0.97078 -4.27744 -0.92809  0.06
H6 1.62588 -3.02850 0.99406  0.16
H7 2.15039 -0.74767 1.84006  0.08
H8 2.97711 1.68126 2.01959  0.09
H9 1.16642 1.28875 2.29188  0.12
H10 2.72195 3.79261 2.79250  0.13
H11 2.14702 3.95524 1.16555  0.10
H12 -1.01393 4.40971 2.33241  0.16
H13 0.33360 5.30207 1.16255  0.16
H14 0.12372 3.16152 -0.23341  0.16
H15 -1.42216 3.86872 -0.01120  0.06
H16 -1.68990 2.06391 -1.33402  0.06
H17 -2.86882 0.20697 -2.71734  -0.02
H18 -2.53924 -2.05128 -1.78499  0.05
H19 -2.11681 -3.48736 0.42353  0.10
H20 -1.28080 -3.64528 2.78925  0.11
H21 -0.44443 -1.54682 3.76237  0.07
H22 1.19708 0.62749 -3.91378  0.08
H23 -0.26385 0.82450 -3.60875  0.08
H24 0.53344 2.32576 -3.84914  0.05
H25 0.50863 -1.23030 -2.82616  0.06

The value obtained for the electronic energy is -1246.51086 a.u. Its strongest force on any atom is 17.6 eV/A. The LUMO energy is -0.055 eV. Its HOMO-LUMO gap is 7.502 eV.

---

7.
C5H8F3N3O3PS2 | wB97M-V/def2-TZVPD

Each line ends with the Löwdin charge.
CARTESIAN COORDINATES (ANGSTROEM)
N1 0.87255 2.29923 0.48832  -0.11
P1 2.03536 1.31580 0.42893  0.33
O1 2.38266 0.66322 1.81311  -0.11
O2 3.39056 1.89964 -0.14065  -0.11
S1 1.65061 -0.37215 -0.96313  1.13
C1 1.19266 -1.91466 -0.06791  -0.40
C2 -0.25816 -2.00388 0.31984  -0.48
S2 -0.65288 -0.83328 1.65222  1.04
C3 -2.16377 -0.20970 1.05160  -0.74
N2 -3.12027 -0.88349 0.59129  0.08
N3 -4.07393 0.04397 0.21511  0.09
C4 -3.61918 1.17868 0.50162  -0.15
O3 -2.36461 1.10073 1.04058  0.04
C5 0.19658 0.16062 -2.01691  -0.84
F1 0.71998 1.02838 -2.84028  0.18
F2 -0.76484 0.69523 -1.31812  0.17
F3 -0.22953 -0.89982 -2.65758  0.19
H1 1.19154 3.20075 0.13618  0.04
H2 1.95259 -0.18262 1.99191  0.04
H3 3.85671 1.21554 -0.64640  0.09
H4 1.43919 -2.70889 -0.75985  0.10
H5 1.85030 -2.01492 0.78528  0.09
H6 -0.42220 -3.00437 0.69804  0.10
H7 -0.94674 -1.87767 -0.50275  0.08
H8 -4.05715 2.14184 0.36976  0.14

The value obtained for the electronic energy is -2022.36220 a.u. Its strongest force on any atom is 3.0 eV/A. The LUMO energy is -4.161 eV. Its HOMO-LUMO gap is 8.927 eV. As for the charge: +1.

---

8.
C19H21NO5S | wB97M-V/def2-TZVPD

Each line ends with the Löwdin charge.
CARTESIAN COORDINATES (ANGSTROEM)
C1 3.11486 2.41618 -2.46091  -0.06
O1 2.73728 1.67978 -1.31806  -0.11
C2 3.42379 1.85216 -0.16725  -0.26
C3 4.40085 2.82704 0.03296  -0.01
C4 5.02657 2.94752 1.26181  -0.07
C5 4.70103 2.10448 2.30990  -0.08
C6 3.74190 1.12546 2.11278  -0.05
C7 3.11254 0.99812 0.89218  -0.18
S1 1.89436 -0.31362 0.73641  0.71
O2 1.93283 -0.88587 -0.57853  -0.26
O3 2.09463 -1.20122 1.84824  -0.29
N1 0.47280 0.54297 1.01446  -0.21
C8 -0.43212 -0.05885 1.96884  -0.17
C9 -1.21715 -1.21390 1.34553  -0.10
C10 -2.01540 -0.71382 0.13520  -0.32
C11 -3.06997 0.28586 0.59094  -0.50
O4 -3.31992 1.33739 0.06284  0.12
O5 -3.76295 -0.15486 1.64858  0.13
C12 -2.80459 -1.80387 -0.58045  -0.15
C13 -2.68269 -3.15105 -0.27011  -0.02
C14 -3.41185 -4.10129 -0.96613  -0.08
C15 -4.27829 -3.72228 -1.97507  -0.09
C16 -4.41203 -2.38024 -2.28729  -0.07
C17 -3.68105 -1.43151 -1.59677  -0.03
C18 -1.04122 -0.05571 -0.85565  -0.08
C19 -0.19537 1.02280 -0.17664  -0.17
H1 2.93044 3.48699 -2.32656  0.10
H2 4.16589 2.25195 -2.71390  0.10
H3 2.48752 2.03941 -3.26673  0.10
H4 4.67481 3.49838 -0.76523  0.11
H5 5.77773 3.71179 1.39520  0.11
H6 5.19182 2.20349 3.26498  0.10
H7 3.47125 0.42946 2.89015  0.11
H8 0.17534 -0.42473 2.79646  0.12
H9 -1.10556 0.72345 2.33461  0.14
H10 -1.88376 -1.65351 2.08788  0.13
H11 -0.48999 -1.95907 1.01802  0.12
H12 -4.46180 0.47840 1.87724  0.14
H13 -2.01675 -3.47701 0.51174  0.11
H14 -3.29959 -5.14563 -0.71431  0.10
H15 -4.84644 -4.46592 -2.51383  0.10
H16 -5.08783 -2.06984 -3.07062  0.10
H17 -3.79842 -0.38734 -1.84740  0.12
H18 -1.59240 0.39694 -1.67981  0.13
H19 -0.37496 -0.82312 -1.25220  0.12
H20 0.57814 1.36277 -0.86274  0.11
H21 -0.82428 1.87147 0.10923  0.13

The value obtained for the electronic energy is -1565.76457 a.u. Its strongest force on any atom is 1.1 eV/A. The LUMO energy is 0.683 eV. Its HOMO-LUMO gap is 9.554 eV.